71
Properties=species:S:1:pos:R:3 method="wB97M-V/def2-TZVPD" homo_energy_ha=-0.4885 total_charge=+2 orbital_gap_ev=7.27 molar_mass_g_mol=647.27 relative_energy_kcal_mol=6.1
Pd -0.2051 -0.8443 0.6201
C -4.6684 -4.4050 0.6039
C -3.6417 -3.7383 -0.2988
N -2.5738 -3.0645 0.4622
C -1.5874 -3.5856 1.1790
S -0.7000 -2.5000 2.2491
N -1.2364 -4.8611 1.1956
C -1.5275 -5.9576 0.2514
C -0.7797 -5.7910 -1.0614
H -5.3768 -4.9744 0.0021
H -5.2285 -3.6626 1.1722
H -4.1976 -5.0881 1.3120
H -4.1099 -2.9573 -0.8941
H -3.1980 -4.4399 -0.9976
H -2.8039 -2.1276 0.7657
H -0.4296 -5.0208 1.7809
H -2.5981 -6.0296 0.0926
H -1.2224 -6.8706 0.7576
H -1.0838 -4.8787 -1.5792
H -0.9805 -6.6410 -1.7132
H 0.2961 -5.7377 -0.8900
S 1.2470 -2.2502 -0.5095
C 2.7003 -1.8899 0.4011
N 2.7356 -1.9721 1.7222
C 4.0059 -1.9871 2.4572
C 4.9452 -0.9877 1.8050
C 5.1139 -1.3399 0.3371
N 3.7922 -1.5718 -0.2689
H 1.9106 -2.3669 2.1567
H 4.4349 -2.9915 2.4309
H 3.8049 -1.7313 3.4943
H 5.9151 -0.9975 2.2982
H 4.5238 0.0151 1.9023
H 5.7260 -2.2341 0.2157
H 5.5959 -0.5289 -0.2043
H 3.7102 -1.5498 -1.2744
C -3.5473 1.7036 2.8252
S -1.8304 1.6593 2.3888
O -1.7148 0.3933 1.5484
C -1.7951 3.0529 1.2886
C -2.3299 2.9577 0.0105
C -2.2272 4.0468 -0.8415
C -1.6003 5.2122 -0.4125
C -1.0801 5.3007 0.8733
C -1.1685 4.2117 1.7313
H -4.1527 1.6503 1.9213
H -3.7183 2.6443 3.3503
H -3.7471 0.8631 3.4872
H -2.8012 2.0388 -0.3157
H -2.6347 3.9880 -1.8425
H -1.5202 6.0571 -1.0843
H -0.6073 6.2148 1.2081
H -0.7654 4.2676 2.7371
N 1.5029 1.8801 0.9440
C 1.0977 1.9853 -0.3396
S 0.1499 0.7667 -1.0642
N 1.4941 3.0846 -0.9767
C 1.4107 3.5427 -2.3321
C 2.0374 4.7634 -2.5633
C 2.0564 5.3098 -3.8331
C 1.4445 4.6420 -4.8849
C 0.8142 3.4326 -4.6469
C 0.7910 2.8711 -3.3748
H 1.0910 1.1556 1.5126
H 1.8738 2.6829 1.4267
H 2.0052 3.7406 -0.4025
H 2.5158 5.2920 -1.7445
H 2.5532 6.2559 -3.9998
H 1.4627 5.0614 -5.8812
H 0.3333 2.9045 -5.4594
H 0.2982 1.9256 -3.2275

---

82
Properties=species:S:1:pos:R:3 method="wB97M-V/def2-TZVPD" homo_energy_ha=-0.1000 total_charge=-2 orbital_gap_ev=6.63 molar_mass_g_mol=963.01 relative_energy_kcal_mol=0.0
Cd 0.5453 0.8718 1.7368
O -3.7589 -0.1453 2.7536
C -3.5306 -1.1557 3.6054
C -4.5723 -1.5927 4.4271
C -4.3849 -2.6449 5.3028
C -3.1520 -3.2828 5.3850
C -2.1109 -2.8483 4.5838
C -2.2790 -1.7951 3.6890
C -1.1329 -1.2811 2.8869
O -1.3571 -0.3425 2.0364
N 0.0260 -1.8413 3.1308
N 1.0972 -1.2586 2.4891
C 2.1839 -1.9228 2.6500
S 3.8007 -1.5137 2.0886
C 4.3775 -3.2855 2.2531
C 3.8070 -3.8587 3.5189
S 2.0321 -3.4606 3.5489
H -2.8738 0.0204 2.3124
H -5.5282 -1.0882 4.3584
H -5.2117 -2.9707 5.9239
H -3.0122 -4.1104 6.0695
H -1.1324 -3.3066 4.6201
H 5.4667 -3.2428 2.2754
H 4.0520 -3.8413 1.3715
H 4.2803 -3.4192 4.3980
H 3.8871 -4.9465 3.5722
C -3.3058 2.2893 -1.1796
As -2.2227 0.6422 -1.0289
C -3.8108 -0.5629 -1.1719
C -1.7335 0.6543 -2.9551
C -0.6692 -0.3472 -3.4265
C -1.0805 -1.7566 -2.9802
C 0.7471 -0.0406 -2.9024
As 1.3082 -0.2371 -0.9774
C 2.0239 -2.0861 -1.1578
C 3.0273 0.6365 -1.3513
C -0.6392 -0.3307 -4.9677
As 0.1410 1.1267 -6.0767
C -0.0212 2.8149 -5.0767
C 2.0749 0.8363 -5.7905
H -4.0163 2.2313 -2.0075
H -2.6377 3.1364 -1.3346
H -3.8491 2.4400 -0.2461
H -4.2558 -0.5763 -2.1697
H -4.5535 -0.2154 -0.4527
H -3.5319 -1.5803 -0.8951
H -1.3819 1.6671 -3.1554
H -2.6480 0.4948 -3.5392
H -1.1010 -1.7889 -1.8883
H -0.3683 -2.5024 -3.3413
H -2.0724 -2.0114 -3.3614
H 0.9650 1.0103 -3.0940
H 1.4512 -0.6607 -3.4687
H 2.7997 -2.1465 -1.9246
H 1.2331 -2.8000 -1.3897
H 2.4564 -2.3579 -0.1961
H 3.4489 0.2759 -2.2939
H 3.7189 0.4396 -0.5354
H 2.8701 1.7133 -1.4175
H -1.6671 -0.4333 -5.3332
H -0.1079 -1.2209 -5.3290
H -1.0626 3.1342 -5.0485
H 0.5470 3.5722 -5.6198
H 0.3622 2.7637 -4.0585
H 2.3024 -0.2277 -5.8602
H 2.3998 1.2058 -4.8198
H 2.6393 1.3555 -6.5666
N 0.6830 4.3334 2.0592
C 0.6315 3.5880 3.2317
N 0.8793 4.1289 4.4166
N 0.7166 3.1181 5.2862
N 0.3884 2.0389 4.6663
N 0.3119 2.2920 3.3432
C 0.6765 3.8028 0.7879
N 1.0865 4.4887 -0.2795
N 0.8447 3.6755 -1.3121
N 0.3239 2.5695 -0.8969
N 0.1925 2.6062 0.4436
H 1.1996 5.1928 2.1465
O 4.7688 2.4619 1.9490
S 3.3012 2.3783 1.8124
N 2.6967 1.0306 1.7475